DFT (the ωB97M-V functional and the def2-TZVPD basis) results for a molecular structure, C48H84AsF6N12 at a distorted geometry.

Energy above the lowest of the compared OMol25 structures with the same formula, charge and spin = 74.65 kJ/mol
HOMO energy = -9.680 eV
Electronic energy = -5371.63897 a.u.
Orbital gap = 11.5 eV
Charge = -1

Each line ends with the Löwdin charge.
Geometry (Å):
As (0.03696, 0.24272, -0.26509)  0.697
F (0.69985, -1.32725, -0.62110)  -0.243
F (-0.10922, 0.53047, -1.96373)  -0.240
F (-0.55738, 1.81034, 0.10635)  -0.235
F (0.26340, -0.07527, 1.41862)  -0.241
F (1.64709, 0.89878, -0.28041)  -0.247
F (-1.54609, -0.42431, -0.26659)  -0.225
C (-1.89083, -2.89736, 2.79192)  -0.103
C (-0.71513, -3.18030, 1.89414)  -0.266
C (-0.18781, -4.60885, 1.93328)  -0.178
C (-1.14533, -5.60441, 1.45554)  -0.229
N (-1.89178, -6.36857, 1.07268)  0.153
H (-1.77717, -3.28784, 3.80324)  0.080
H (-2.83514, -3.21976, 2.34843)  0.081
H (-1.99551, -1.80994, 2.88335)  0.052
H (0.08655, -2.48977, 2.16422)  0.079
H (-0.96524, -2.91938, 0.86360)  0.099
H (0.18506, -4.88993, 2.92195)  0.126
H (0.69598, -4.66142, 1.28932)  0.086
C (-1.71163, -5.19459, -2.45012)  -0.106
C (-0.79946, -4.02835, -2.80293)  -0.257
C (-1.51981, -2.69672, -2.74810)  -0.195
C (-2.78091, -2.66599, -3.50954)  -0.243
N (-3.75148, -2.60671, -4.11796)  0.144
H (-1.12599, -6.05426, -2.12296)  0.064
H (-2.31099, -5.51497, -3.30720)  0.075
H (-2.44484, -4.95625, -1.67735)  0.072
H (-0.33983, -4.17220, -3.77983)  0.100
H (-0.00347, -3.97249, -2.06085)  0.075
H (-0.95611, -1.86727, -3.19362)  0.101
H (-1.76143, -2.37653, -1.73255)  0.096
C (-3.34657, 5.27225, 1.92877)  -0.103
C (-2.07314, 5.22054, 1.09599)  -0.248
C (-0.80781, 5.25653, 1.96529)  -0.192
C (-0.79100, 6.34315, 2.94174)  -0.246
N (-0.76644, 7.19620, 3.69187)  0.152
H (-3.32556, 4.56675, 2.76188)  0.069
H (-4.22373, 5.02723, 1.33005)  0.061
H (-3.51609, 6.26564, 2.34503)  0.077
H (-2.07905, 6.07431, 0.40974)  0.113
H (-2.02484, 4.33551, 0.45828)  0.091
H (0.05975, 5.43915, 1.32365)  0.101
H (-0.68402, 4.29789, 2.47004)  0.100
C (3.16866, -2.96953, 3.26821)  -0.086
C (3.27844, -2.95157, 1.75066)  -0.252
C (3.55594, -1.54880, 1.20140)  -0.172
C (4.90217, -1.09750, 1.55514)  -0.244
N (5.94223, -0.75343, 1.86026)  0.159
H (3.13714, -4.01261, 3.60281)  0.079
H (2.23525, -2.52217, 3.61553)  0.041
H (4.02637, -2.52175, 3.76873)  0.079
H (2.36521, -3.35078, 1.31609)  0.070
H (4.09041, -3.62074, 1.45576)  0.112
H (2.83573, -0.82770, 1.59721)  0.101
H (3.47819, -1.51620, 0.11275)  0.094
C (2.54975, -4.37761, -1.31702)  -0.111
C (2.91091, -4.95990, -2.68927)  -0.244
C (3.37569, -6.41119, -2.62390)  -0.189
C (4.73969, -6.55446, -2.12954)  -0.234
N (5.81980, -6.65384, -1.75222)  0.140
H (1.94268, -5.09658, -0.75540)  0.075
H (2.01148, -3.43741, -1.41736)  0.041
H (3.43359, -4.19863, -0.69727)  0.067
H (3.71150, -4.36634, -3.13436)  0.104
H (2.00577, -4.84932, -3.28581)  0.088
H (3.27660, -6.90778, -3.59045)  0.120
H (2.71429, -6.97927, -1.95908)  0.120
C (-2.88974, 1.27253, 2.58239)  -0.089
C (-4.38095, 1.50143, 2.79395)  -0.250
C (-5.13029, 0.35714, 3.50171)  -0.169
C (-4.85615, 0.29953, 4.93851)  -0.219
N (-4.63832, 0.24606, 6.06495)  0.158
H (-2.37594, 1.16653, 3.54077)  0.073
H (-2.47998, 2.07374, 1.97274)  0.054
H (-2.70741, 0.33092, 2.05466)  0.057
H (-4.87558, 1.79240, 1.86604)  0.083
H (-4.50485, 2.39400, 3.42023)  0.106
H (-4.87331, -0.61226, 3.06957)  0.118
H (-6.20600, 0.50259, 3.38860)  0.120
C (4.16196, 1.81915, 3.46772)  -0.103
C (3.64187, 2.71155, 2.34286)  -0.241
C (2.11930, 2.92685, 2.38666)  -0.181
C (1.63222, 3.45670, 3.66656)  -0.245
N (1.26464, 3.92546, 4.65161)  0.157
H (3.75486, 0.81278, 3.37566)  0.054
H (3.90402, 2.25400, 4.43580)  0.071
H (5.24932, 1.74988, 3.44020)  0.069
H (3.82352, 2.24932, 1.36858)  0.101
H (4.15658, 3.67262, 2.35506)  0.111
H (1.54598, 2.05570, 2.08142)  0.093
H (1.95720, 3.78995, 1.72951)  0.090
C (0.51870, -1.16295, 5.09395)  -0.110
C (-0.22779, -0.15118, 5.93799)  -0.247
C (-1.52257, -0.71696, 6.52644)  -0.206
C (-1.33048, -1.88799, 7.36827)  -0.236
N (-1.17176, -2.80889, 8.03830)  0.137
H (0.90837, -1.97782, 5.71052)  0.082
H (1.38338, -0.70454, 4.61517)  0.063
H (-0.10493, -1.58296, 4.30020)  0.049
H (-0.46491, 0.72758, 5.33610)  0.097
H (0.43224, 0.24506, 6.71430)  0.115
H (-2.12525, -1.01462, 5.66359)  0.094
H (-2.06558, 0.03869, 7.08934)  0.105
C (-2.19972, 2.19782, -6.91409)  -0.107
C (-1.63958, 2.21647, -5.50462)  -0.258
C (-0.64160, 1.09170, -5.21781)  -0.177
C (0.36960, 0.96346, -6.27070)  -0.245
N (1.16228, 0.78378, -7.06931)  0.157
H (-1.41280, 2.31280, -7.66285)  0.071
H (-2.86225, 3.05730, -7.04159)  0.073
H (-2.75907, 1.29588, -7.16758)  0.081
H (-2.44132, 2.23087, -4.76803)  0.084
H (-1.09731, 3.16001, -5.36498)  0.098
H (-1.19986, 0.14510, -5.25233)  0.122
H (-0.16171, 1.14760, -4.24304)  0.082
C (2.96550, 4.65840, -1.26671)  -0.092
C (1.46985, 4.42937, -1.26190)  -0.263
C (0.98821, 3.57078, -2.40577)  -0.198
C (1.32860, 4.12954, -3.72556)  -0.240
N (1.59105, 4.54667, -4.76019)  0.151
H (3.30214, 4.99327, -0.27949)  0.068
H (3.30673, 5.40644, -1.98115)  0.076
H (3.50558, 3.72178, -1.43169)  0.081
H (0.88467, 5.34981, -1.21641)  0.115
H (1.22223, 3.86983, -0.35363)  0.075
H (-0.08648, 3.37056, -2.45486)  0.116
H (1.41220, 2.56081, -2.40655)  0.088
C (3.86323, 0.64523, -4.51294)  -0.100
C (3.37748, 0.14527, -3.16481)  -0.248
C (3.36919, -1.38792, -3.13158)  -0.181
C (2.41181, -1.95150, -4.08940)  -0.231
N (1.68200, -2.36149, -4.87109)  0.180
H (3.36433, 0.21010, -5.38136)  0.056
H (4.93431, 0.46279, -4.64712)  0.077
H (3.71110, 1.72311, -4.62120)  0.069
H (2.37972, 0.52429, -2.93954)  0.078
H (4.02240, 0.43614, -2.33330)  0.111
H (3.18265, -1.75566, -2.12621)  0.076
H (4.34852, -1.75281, -3.46071)  0.128
C (-3.85623, 0.73562, -2.27104)  -0.079
C (-4.06256, 1.48391, -0.96286)  -0.258
C (-5.08025, 2.62060, -1.05656)  -0.193
C (-6.37747, 2.19864, -1.57874)  -0.241
N (-7.38001, 1.84776, -1.98672)  0.148
H (-3.21231, -0.11994, -2.07287)  0.048
H (-3.43234, 1.33502, -3.07104)  0.059
H (-4.80739, 0.31805, -2.61338)  0.078
H (-3.09969, 1.88223, -0.62065)  0.088
H (-4.34948, 0.85235, -0.11833)  0.100
H (-4.71070, 3.44162, -1.68082)  0.123
H (-5.22889, 3.08292, -0.07869)  0.092

Atomic forces in eV per Å
As 0.90 -0.52 -0.17
F 0.07 -0.25 -0.05
F -0.03 0.26 -0.31
F -0.43 0.57 0.02
F -0.27 -0.11 0.49
F 0.33 0.19 -0.21
F -0.41 -0.11 0.33
C -0.63 0.67 -0.03
C 0.20 0.26 -0.16
C 0.59 0.04 -0.15
C 1.12 1.18 0.70
N -1.16 -1.18 -0.60
H -0.03 -0.20 -0.03
H 0.05 -0.37 0.19
H 0.05 -0.05 0.05
H 0.21 -0.21 -0.03
H -0.02 -0.03 -0.01
H -0.30 0.01 0.08
H -0.13 -0.13 -0.09
C -0.26 -0.36 -0.30
C -0.07 -0.11 0.40
C -0.57 0.96 -0.59
C 0.22 -0.19 0.16
N -0.20 -0.01 -0.12
H -0.09 -0.03 0.06
H 0.12 0.07 -0.05
H 0.25 0.08 0.21
H 0.02 0.04 -0.03
H 0.12 0.05 -0.08
H 0.36 -0.24 0.24
H 0.09 -0.19 0.07
C -0.26 -0.20 -0.01
C -0.09 0.43 0.00
C 0.09 0.12 -0.53
C -0.16 -1.19 -0.80
N -0.02 1.18 0.94
H 0.10 -0.04 0.01
H -0.02 0.00 -0.10
H 0.13 -0.01 0.04
H 0.11 -0.03 0.08
H -0.01 -0.13 0.17
H 0.03 -0.30 0.04
H 0.09 0.09 0.13
C -0.26 -0.73 0.12
C 0.34 0.06 0.29
C -0.04 -0.04 -0.15
C -1.35 -0.37 -0.26
N 1.36 0.43 0.34
H 0.01 0.08 0.02
H 0.19 0.22 -0.04
H -0.03 0.22 -0.07
H -0.07 0.17 -0.13
H -0.02 0.04 -0.11
H -0.04 -0.01 -0.09
H -0.12 -0.01 0.04
C 0.58 -0.38 0.20
C -0.15 0.56 0.52
C -0.67 -0.34 0.08
C 0.17 -0.03 -0.03
N -0.06 0.03 0.02
H -0.18 0.16 -0.10
H -0.09 -0.02 0.07
H 0.02 0.00 -0.15
H -0.19 0.07 -0.20
H 0.23 -0.30 -0.38
H 0.27 0.11 -0.08
H 0.09 0.05 0.03
C -0.39 -0.68 -0.02
C 0.03 0.69 0.61
C -0.03 0.18 -0.31
C 0.14 -0.06 -0.01
N -0.02 0.06 -0.06
H 0.11 0.33 -0.04
H 0.28 0.06 0.17
H -0.04 0.12 -0.17
H -0.05 -0.48 -0.11
H 0.02 -0.06 0.00
H -0.04 0.00 -0.04
H 0.00 -0.10 -0.02
C 0.14 0.36 -0.15
C -0.13 -0.64 0.15
C 0.41 1.25 0.18
C 0.06 -0.23 0.38
N 0.03 -0.18 -0.21
H -0.04 -0.04 0.18
H -0.15 -0.17 0.02
H -0.03 -0.12 -0.12
H 0.20 0.05 0.04
H -0.08 0.05 0.03
H -0.05 0.01 -0.08
H -0.42 -0.49 -0.43
C 0.34 -0.12 -0.04
C 0.35 0.31 0.18
C 0.14 0.27 -0.59
C 0.14 -0.28 0.28
N 0.00 0.13 -0.14
H -0.15 -0.06 -0.05
H 0.00 0.12 -0.03
H -0.01 0.04 0.12
H -0.25 -0.05 -0.08
H -0.07 -0.20 0.14
H -0.30 -0.02 0.27
H -0.14 -0.03 -0.03
C -0.14 0.31 -0.31
C 0.68 0.69 0.08
C -0.71 -0.67 -0.46
C -0.54 0.06 1.03
N 0.76 -0.02 -0.84
H 0.06 -0.08 0.11
H -0.08 -0.12 -0.02
H 0.00 -0.06 0.20
H 0.01 -0.29 0.06
H -0.12 0.01 -0.06
H 0.17 0.00 0.19
H 0.00 0.15 0.02
C 0.49 0.14 0.47
C -0.38 -0.44 0.71
C -0.17 -0.54 -1.39
C -0.05 -0.11 0.36
N 0.07 0.18 -0.30
H -0.11 0.12 -0.07
H -0.10 -0.12 -0.18
H -0.10 0.02 -0.22
H 0.19 0.15 -0.10
H -0.09 0.04 -0.06
H -0.05 0.30 0.46
H 0.23 0.15 0.35
C 0.40 0.69 -0.28
C -0.12 -0.43 -0.11
C 0.12 0.04 -0.41
C 0.15 0.22 0.50
N -0.35 -0.22 -0.20
H -0.23 -0.21 0.26
H -0.04 -0.04 0.10
H 0.05 -0.03 0.12
H -0.04 -0.10 0.03
H 0.07 0.33 -0.16
H -0.17 -0.13 -0.03
H 0.03 0.01 0.22
C -0.54 -0.79 0.56
C 0.50 0.37 0.21
C 0.29 0.55 0.05
C 1.12 0.33 0.50
N -1.18 -0.38 -0.45
H 0.16 0.09 -0.20
H 0.07 0.20 0.08
H 0.07 0.08 -0.14
H -0.12 0.25 -0.15
H -0.18 -0.44 -0.40
H -0.02 -0.19 -0.16
H -0.13 -0.09 0.08